No. 1
DFT (wB97M-V/def2-TZVPD) results for a cluster of 5 separate species, C24H39INO8S4 in total.

Strongest force on any atom, eV/Å: 4.172
2S+1: 1
HOMO-LUMO gap, eV: 4.249
Total charge: -1
HOMO energy, eV: -2.300

```
77
C24H39INO8S4 wB97M-V/def2-TZVPD
C -3.387 0.456 -2.844
C -3.143 -0.040 -4.102
C -1.799 -0.794 -4.325
I -1.440 -1.055 -6.478
C -0.721 0.181 -3.692
C -0.447 1.403 -4.447
C 0.519 2.345 -3.849
C 1.040 1.875 -2.566
C 0.698 0.583 -1.929
N -0.194 -0.256 -2.523
H -4.342 1.006 -2.653
H -2.706 0.301 -1.978
H -3.881 0.138 -4.916
H -0.955 1.647 -5.408
H 0.799 3.311 -4.315
H 1.753 2.543 -2.024
H 1.138 0.283 -0.948
C -0.372 3.915 2.954
C -1.180 4.865 2.063
C -0.852 4.514 0.609
S -0.416 2.772 0.598
O 0.975 2.646 0.236
O -1.453 2.031 -0.073
C -0.564 2.526 2.358
H -0.702 3.953 3.993
H 0.686 4.193 2.924
H -2.248 4.719 2.248
H -0.951 5.911 2.276
H -1.706 4.673 -0.048
H 0.006 5.079 0.246
H 0.184 1.801 2.683
H -1.568 2.149 2.563
C 2.227 -3.294 3.397
C 2.655 -2.776 2.018
C 1.513 -1.922 1.473
S 0.659 -1.257 2.894
O -0.674 -1.808 2.929
O 0.902 0.167 2.974
C 1.651 -2.085 4.129
H 3.063 -3.733 3.944
H 1.458 -4.063 3.280
H 3.549 -2.166 2.120
H 2.893 -3.594 1.337
H 1.884 -1.102 0.859
H 0.801 -2.520 0.904
H 1.034 -2.352 4.985
H 2.441 -1.397 4.435
C 5.112 -0.303 -2.480
C 6.537 -0.868 -2.497
C 6.747 -1.626 -1.182
S 5.126 -2.198 -0.673
O 4.764 -1.527 0.555
O 5.062 -3.634 -0.807
C 4.220 -1.447 -2.017
H 4.811 0.066 -3.461
H 5.052 0.529 -1.773
H 6.647 -1.555 -3.340
H 7.282 -0.080 -2.619
H 7.407 -2.482 -1.310
H 7.134 -0.972 -0.400
H 3.243 -1.115 -1.666
H 4.103 -2.198 -2.799
C -4.694 -2.118 1.369
C -4.365 -0.673 1.753
C -5.288 0.240 0.938
S -6.769 -0.712 0.606
O -6.859 -0.946 -0.812
O -7.871 -0.163 1.366
C -6.216 -2.217 1.393
H -4.235 -2.833 2.052
H -4.322 -2.325 0.362
H -4.554 -0.528 2.821
H -3.316 -0.435 1.570
H -5.554 1.140 1.490
H -4.839 0.509 -0.019
H -6.600 -3.081 0.852
H -6.594 -2.217 2.417
```

Atomic partial charges in e from the Mulliken method, atoms 1 to 2:
1 C -0.722
2 C 0.006

---

No. 2
DFT (wB97M-V/def2-TZVPD) results for a structure of composition C24H40AuFN7O3S.

Strongest force on any atom, eV/Å: 3.217
2S+1: 3
⟨S²⟩: 2.01
ΔE to the lowest compared entry with this formula, charge and spin, eV: 0.0000
HOMO-LUMO gap (spin up / spin down), eV: 8.021 / 4.529
Total charge: +3
HOMO energy (spin up / spin down), eV: -14.893 / -15.235

```
77
C24H40AuFN7O3S wB97M-V/def2-TZVPD
Au 0.777 3.730 0.563
C 5.622 -2.125 1.431
C 5.066 -1.753 0.040
N 3.837 -1.008 0.156
C 3.856 0.313 -0.025
C 2.827 1.206 0.073
C 3.021 2.571 -0.435
O 4.124 3.095 -0.372
O 1.933 3.094 -1.043
C 1.552 0.739 0.594
O 0.538 1.450 0.873
C 1.503 -0.714 0.771
C 0.333 -1.341 1.131
C 0.139 -2.696 1.012
F -1.030 -3.282 1.541
C 1.128 -3.530 0.574
C 2.375 -2.935 0.383
C 2.594 -1.557 0.491
N 0.935 -4.932 0.335
C -0.023 -5.770 1.057
C 0.148 -7.235 0.609
N 1.540 -7.519 0.176
C 1.840 -6.689 -1.062
C 1.043 -5.383 -1.075
H 6.644 -2.576 1.355
H 5.074 -2.869 2.057
H 5.705 -1.211 2.040
H 4.769 -2.639 -0.547
H 5.817 -1.151 -0.518
H 4.811 0.725 -0.380
H -0.528 -0.803 1.418
H 3.146 -3.681 0.109
H -1.023 -5.506 0.942
H 0.189 -5.706 2.107
H -0.415 -7.464 -0.296
H -0.090 -7.974 1.409
H 1.720 -8.489 -0.026
H 2.198 -7.104 0.903
H 1.638 -7.334 -1.944
H 2.903 -6.450 -1.007
H -0.003 -5.475 -1.463
H 1.674 -4.696 -1.584
N 1.313 5.692 -0.188
C 0.905 6.836 0.742
C -0.549 6.705 1.191
C -0.678 5.831 2.452
N -0.587 4.390 2.108
H 2.322 5.659 -0.267
H 0.930 5.760 -1.126
H 1.148 7.823 0.341
H 1.560 6.787 1.634
H -1.238 6.281 0.389
H -0.925 7.681 1.476
H -1.591 6.067 3.004
H 0.076 6.076 3.159
H -1.528 4.036 1.948
H -0.323 3.834 2.972
C -7.183 0.388 -2.047
C -6.811 1.678 -1.264
N -5.646 1.434 -0.390
C -4.418 1.891 -0.573
S -3.429 2.183 0.844
N -3.908 2.075 -1.752
C -2.662 2.743 -2.140
C -1.446 1.811 -2.195
H -8.070 0.571 -2.718
H -7.448 -0.365 -1.380
H -6.413 0.148 -2.726
H -7.643 2.018 -0.599
H -6.536 2.415 -2.060
H -5.945 1.075 0.490
H -4.442 1.616 -2.486
H -2.608 3.625 -1.518
H -2.850 3.146 -3.152
H -1.367 1.255 -1.277
H -0.511 2.392 -2.238
H -1.405 1.114 -3.025
```

Atomic partial charges in e from the Mulliken method, atoms 1 to 2:
1 Au 1.096
2 C -1.041

---

No. 3
DFT (wB97M-V/def2-TZVPD) results for a structure of composition C24H40CaClF2IN3NaO6S.

Strongest force on any atom, eV/Å: 9.782
2S+1: 1
HOMO-LUMO gap, eV: 1.686
HOMO energy, eV: -5.176

```
80
C24H40CaClF2IN3NaO6S wB97M-V/def2-TZVPD
O 4.825 -3.365 0.209
S 4.909 -1.975 0.569
O 4.857 -1.721 1.986
C 3.535 -1.071 -0.285
C 2.601 -0.433 0.770
C 3.219 0.840 1.448
N 2.473 2.004 0.938
C 1.413 1.675 0.298
C 1.209 0.133 0.314
C 0.591 -0.295 -1.049
C -0.874 -0.796 -0.945
C -1.662 -0.021 0.146
I -3.655 -0.864 0.202
H 6.092 -1.475 0.074
H 4.008 -0.276 -0.935
H 3.006 -1.842 -0.877
H 2.398 -1.182 1.560
H 4.238 0.920 1.003
H 3.381 0.785 2.541
H 2.794 2.959 1.084
H 0.680 2.351 -0.177
H 0.593 0.035 1.239
H 1.198 -1.121 -1.509
H 0.603 0.526 -1.809
H -1.367 -0.603 -1.923
H -0.950 -1.885 -0.766
H -1.775 1.051 -0.045
H -1.267 -0.203 1.162
C -5.593 -0.067 4.620
O -6.276 0.164 5.609
N -4.293 0.330 4.515
N -6.073 -0.739 3.535
H -3.717 0.157 3.707
H -3.905 0.830 5.291
H -7.028 -1.043 3.568
H -5.523 -0.940 2.720
C -5.685 -0.330 -4.445
C -5.086 -0.858 -3.215
O -3.843 -1.095 -3.404
H -5.611 -1.068 -5.268
H -6.733 -0.110 -4.263
H -5.210 0.599 -4.759
H -5.717 -1.707 -2.875
H -5.405 0.020 -2.414
C -7.848 -0.082 0.760
O -7.306 -1.335 0.341
H -7.176 0.360 1.491
H -7.939 0.588 -0.097
H -8.830 -0.235 1.220
H -7.914 -1.706 -0.305
C 7.909 -1.564 -4.214
C 7.143 -0.767 -5.055
C 5.759 -0.790 -4.960
C 5.144 -1.607 -4.016
C 5.910 -2.401 -3.172
C 7.291 -2.380 -3.277
H 8.992 -1.548 -4.291
H 7.625 -0.129 -5.784
H 5.160 -0.174 -5.621
H 4.062 -1.625 -3.939
H 5.430 -3.038 -2.434
H 7.887 -3.002 -2.622
Ca 9.303 -4.358 -2.998
O -3.982 -1.620 -6.580
H -3.215 -1.424 -6.031
F -0.962 2.009 3.251
C -0.023 2.589 4.001
C 0.302 2.047 5.233
C 1.284 2.653 6.005
C 1.924 3.798 5.545
C 1.586 4.336 4.309
C 0.611 3.727 3.528
H -0.213 1.159 5.579
H 1.551 2.232 6.966
H 2.686 4.271 6.151
H 2.081 5.232 3.954
H 0.338 4.128 2.559
Cl -2.752 1.883 1.548
Na 3.160 -0.224 -2.807
F -6.353 0.697 -2.384
```

Atomic partial charges in e from the Mulliken method, atoms 1 to 2:
1 O -0.593
2 S 0.942

---

No. 4
DFT (wB97M-V/def2-TZVPD) results for a structure of composition C24H40Cl2N4O5Re.

Strongest force on any atom, eV/Å: 2.779
2S+1: 4
⟨S²⟩: 3.76
ΔE to the lowest compared entry with this formula, charge and spin, eV: 0.9858
HOMO-LUMO gap (spin up / spin down), eV: 7.731 / 6.212
Total charge: +4
HOMO energy (spin up / spin down), eV: -19.650 / -19.647

```
76
C24H40Cl2N4O5Re wB97M-V/def2-TZVPD
Re 10.784 9.591 9.859
C 13.119 8.673 11.529
O 12.345 9.872 11.154
C 12.040 10.856 12.287
C 10.503 10.784 12.532
O 9.844 10.914 11.196
C 9.838 12.336 10.756
C 9.829 12.464 9.226
O 10.873 11.523 8.799
C 11.419 11.838 7.469
H 14.168 8.966 11.558
H 12.901 7.921 10.775
H 12.806 8.300 12.474
H 12.358 11.814 11.902
H 12.596 10.602 13.201
H 10.187 11.531 13.250
H 10.168 9.852 12.923
H 10.784 12.794 11.194
H 8.937 12.840 11.179
H 10.096 13.476 8.947
H 8.842 12.240 8.753
H 10.713 11.576 6.659
H 12.319 11.240 7.250
H 11.671 12.894 7.404
C 14.692 9.358 8.510
N 14.116 8.117 7.917
C 14.997 7.150 7.119
C 14.819 5.784 7.638
C 13.343 5.433 7.464
N 12.419 6.481 7.933
C 11.124 6.018 8.330
C 12.886 7.698 8.248
O 12.012 8.595 8.732
H 15.714 9.216 8.833
H 14.105 9.698 9.363
H 14.606 10.199 7.798
H 16.087 7.434 7.222
H 14.675 7.149 6.062
H 15.121 5.663 8.720
H 15.366 5.038 7.051
H 13.110 4.543 8.040
H 13.016 5.238 6.489
H 11.164 5.553 9.362
H 10.768 5.213 7.688
H 10.440 6.883 8.412
Cl 10.044 8.955 5.923
C 8.621 9.421 6.793
Cl 8.751 9.071 8.635
H 7.700 8.880 6.555
H 8.495 10.493 6.756
C 8.535 5.405 14.524
N 8.589 6.090 13.207
N 9.701 6.810 12.783
C 9.443 7.305 11.565
O 10.425 7.969 10.882
C 8.182 7.027 11.220
C 7.637 6.192 12.270
C 6.308 5.481 12.166
C 11.015 6.510 13.297
C 11.429 7.125 14.504
C 12.688 6.915 15.060
C 13.569 6.102 14.377
C 13.131 5.386 13.233
C 11.901 5.615 12.690
H 8.737 6.203 15.291
H 9.361 4.717 14.633
H 7.563 4.888 14.595
H 7.611 7.264 10.333
H 5.767 5.915 11.348
H 5.683 5.438 13.077
H 6.570 4.472 11.854
H 10.682 7.849 15.007
H 13.036 7.417 15.992
H 14.576 6.013 14.704
H 13.853 4.702 12.854
H 11.554 5.116 11.793
```

Atomic partial charges in e from the Mulliken method, atoms 1 to 2:
1 Re 0.177
2 C -0.329

---

No. 5
DFT (wB97M-V/def2-TZVPD) results for a structure of composition C24H40N2O6PdS2SbSi.

Strongest force on any atom, eV/Å: 2.846
2S+1: 3
⟨S²⟩: 2.01
ΔE to the lowest compared entry with this formula, charge and spin, eV: 1.9368
HOMO-LUMO gap (spin up / spin down), eV: 7.460 / 5.983
Total charge: -1
HOMO energy (spin up / spin down), eV: -4.692 / -4.686

```
77
C24H40N2O6PdS2SbSi wB97M-V/def2-TZVPD
Pd 1.340 -0.767 -1.282
O -0.949 -0.531 -1.369
S -1.103 -1.945 -1.727
O -2.244 -2.161 -2.593
O 0.132 -2.514 -2.254
C -1.496 -2.860 -0.224
C -2.599 -3.696 -0.310
C -3.025 -4.425 0.787
C -2.342 -4.302 1.986
C -1.236 -3.475 2.071
C -0.804 -2.753 0.967
S 0.762 -1.880 1.190
O 0.612 -0.463 0.827
O 1.060 -2.031 2.600
O 1.700 -2.583 0.324
H -3.107 -3.746 -1.260
H -3.883 -5.079 0.709
H -2.653 -4.870 2.850
H -0.679 -3.366 2.989
C 1.749 3.140 -0.097
C 2.889 2.431 -0.751
C 4.166 2.976 -0.788
C 5.189 2.241 -1.384
C 4.917 1.000 -1.905
C 3.600 0.493 -1.823
N 2.616 1.240 -1.268
N 3.192 -0.698 -2.263
Si 4.110 -2.151 -2.254
C 2.956 -3.617 -2.602
C 4.915 -2.331 -0.522
C 5.469 -2.140 -3.625
H 1.894 4.217 -0.101
H 1.664 2.789 0.933
H 0.826 2.866 -0.607
H 4.362 3.947 -0.357
H 6.194 2.645 -1.426
H 5.686 0.403 -2.366
H 2.224 -3.665 -1.799
H 3.494 -4.559 -2.649
H 2.408 -3.486 -3.530
H 4.102 -2.261 0.198
H 5.623 -1.535 -0.305
H 5.416 -3.282 -0.371
H 5.059 -1.813 -4.575
H 5.868 -3.140 -3.763
H 6.302 -1.488 -3.388
C -4.202 3.315 -0.045
C -2.953 2.739 -0.678
C -2.101 3.858 -1.258
Sb -1.547 1.408 0.536
C -1.326 2.572 2.511
C -0.619 1.640 3.484
C -2.494 3.289 3.163
C -3.074 -0.135 1.112
C -3.957 0.196 2.308
C -3.929 -0.514 -0.087
H -4.821 3.791 -0.809
H -3.941 4.076 0.684
H -4.797 2.553 0.447
H -3.238 2.063 -1.488
H -1.729 4.504 -0.463
H -2.683 4.473 -1.948
H -1.249 3.449 -1.801
H -0.608 3.338 2.196
H -1.314 0.927 3.928
H -0.150 2.197 4.301
H 0.149 1.068 2.962
H -3.269 2.600 3.482
H -2.932 4.010 2.480
H -2.146 3.833 4.046
H -2.436 -0.984 1.370
H -4.510 1.120 2.151
H -3.374 0.289 3.222
H -4.688 -0.604 2.456
H -4.631 0.285 -0.319
H -4.499 -1.424 0.126
H -3.311 -0.705 -0.961
```

Atomic partial charges in e from the Mulliken method, atoms 1 to 2:
1 Pd 0.113
2 O -0.761

---

No. 6
DFT (wB97M-V/def2-TZVPD) results for a structure of composition C24H40N7V.

Strongest force on any atom, eV/Å: 3.286
2S+1: 3
⟨S²⟩: 2.40
HOMO-LUMO gap (spin up / spin down), eV: 7.253 / 6.328
Total charge: +2
HOMO energy (spin up / spin down), eV: -12.577 / -11.811

```
72
C24H40N7V wB97M-V/def2-TZVPD
V -0.739 -0.999 0.194
C 3.835 -1.261 -0.834
N 3.632 -0.080 0.077
C 4.738 0.373 0.965
C 4.296 1.653 1.608
N 2.975 1.825 0.917
C 2.032 2.914 1.418
C 2.641 0.818 0.068
N 1.580 0.778 -0.840
C 0.818 1.877 -1.504
C -1.731 1.203 -1.381
N -2.122 0.171 -0.443
C -3.382 -0.094 -0.130
N -4.302 0.651 0.597
C -4.210 2.067 0.981
C -5.455 -0.120 0.881
C -5.213 -1.495 0.185
N -3.874 -1.351 -0.282
C -3.197 -2.397 -0.997
H 4.935 -1.485 -0.749
H 3.566 -0.973 -1.843
H 3.221 -2.083 -0.497
H 5.620 0.442 0.258
H 4.887 -0.423 1.684
H 4.876 2.563 1.424
H 4.137 1.602 2.679
H 2.564 3.680 2.071
H 1.225 2.391 1.994
H 1.491 3.368 0.579
H 1.369 2.231 -2.421
H 0.573 2.642 -0.729
H -2.552 1.236 -2.154
H -1.728 2.146 -0.845
H -3.401 2.661 0.556
H -4.059 2.066 2.061
H -5.192 2.570 0.778
H -6.431 0.324 0.621
H -5.583 -0.344 1.992
H -5.902 -1.559 -0.669
H -5.319 -2.326 0.907
H -3.303 -2.303 -2.041
H -3.542 -3.323 -0.659
H -2.079 -2.275 -0.872
C 2.779 -2.406 4.885
C 1.836 -1.905 3.854
C 0.808 -1.014 4.162
C -0.129 -0.705 3.203
N -0.033 -1.064 1.943
C 0.882 -2.019 1.601
C 1.814 -2.477 2.549
H 2.357 -2.182 5.859
H 3.665 -1.771 4.881
H 3.105 -3.489 4.894
H 0.636 -0.502 5.113
H -0.904 -0.030 3.459
H 0.712 -2.644 0.653
H 2.477 -3.238 2.197
C -0.607 1.796 -4.279
C -0.231 0.514 -3.426
C -1.098 -0.707 -3.711
C 1.198 0.138 -3.860
C -0.333 0.873 -1.887
C 0.437 0.002 -0.825
H -0.308 1.568 -5.277
H 0.025 2.592 -3.896
H -1.618 2.153 -4.182
H -1.086 -0.871 -4.734
H -2.119 -0.570 -3.468
H -0.726 -1.601 -3.240
H 1.184 -0.194 -4.930
H 1.700 -0.626 -3.232
H 1.881 1.016 -3.914
```

Atomic partial charges in e from the Mulliken method, atoms 1 to 2:
1 V -0.501
2 C -0.796